Record 1
65
Properties=species:S:1:pos:R:3:forces:R:3:lowdin_charge:R:1 method="wB97M-V/def2-TZVPD" spin_multiplicity=2 lumo_ev="-7.12 / -6.88" total_charge=+2 orbital_gap_ev="6.997 / 7.282" s2=0.826
Fe -0.359 -0.715 -1.354 0.012 -0.298 -0.315 0.58
O -0.551 -0.715 -3.952 0.038 -0.113 -0.020 0.03
N -0.330 0.277 -3.015 -0.017 0.598 -0.006 -0.12
C -0.304 1.499 -3.391 -0.008 -0.027 0.233 -0.03
C -0.072 2.648 -2.508 0.081 -0.278 -0.089 -0.19
C -0.100 3.896 -3.128 -0.017 0.033 -0.058 0.00
C 0.191 5.054 -2.421 -0.001 -0.048 0.031 -0.02
C 0.544 4.968 -1.085 -0.013 -0.037 -0.011 -0.01
C 0.574 3.728 -0.452 -0.003 0.130 -0.047 -0.06
C 0.248 2.569 -1.140 -0.016 -0.055 0.100 -0.26
P 0.378 1.020 -0.214 -0.089 -0.030 -0.205 1.11
C -0.385 1.178 1.392 -0.232 -0.069 -0.001 -0.34
C -0.225 0.117 2.291 0.013 0.116 0.014 -0.10
C -0.918 0.121 3.488 0.031 -0.016 -0.017 -0.04
C -1.790 1.163 3.783 -0.028 0.013 0.002 -0.04
C -1.977 2.197 2.877 0.000 0.012 -0.012 -0.04
C -1.287 2.205 1.674 0.057 -0.042 0.089 -0.07
C 2.146 0.692 -0.070 0.005 0.032 -0.034 -0.34
C 2.837 0.465 -1.266 0.005 -0.021 0.042 -0.11
C 4.190 0.176 -1.239 0.007 0.015 -0.036 -0.05
C 4.862 0.122 -0.023 -0.005 0.009 -0.006 -0.04
C 4.185 0.371 1.163 -0.041 0.024 -0.035 -0.04
C 2.826 0.657 1.145 0.004 -0.033 -0.027 -0.06
H -1.069 -0.366 -4.697 0.008 0.014 0.011 0.13
H -0.461 1.723 -4.446 0.009 -0.037 0.005 0.16
H -0.345 3.959 -4.181 0.009 0.015 -0.001 0.13
H 0.156 6.013 -2.917 0.010 0.001 -0.011 0.13
H 0.800 5.861 -0.531 -0.002 0.000 0.010 0.13
H 0.853 3.673 0.594 0.024 0.020 -0.016 0.12
H 0.436 -0.708 2.051 0.040 0.005 0.047 0.10
H -0.782 -0.686 4.195 0.009 -0.012 -0.008 0.12
H -2.330 1.163 4.720 0.001 0.009 0.006 0.12
H -2.664 3.001 3.102 -0.010 -0.005 0.014 0.12
H -1.454 3.009 0.971 -0.020 -0.028 -0.001 0.11
H 2.324 0.531 -2.220 0.013 -0.005 -0.017 0.10
H 4.725 0.006 -2.163 0.000 0.002 -0.002 0.12
H 5.922 -0.094 -0.004 -0.002 -0.011 0.004 0.12
H 4.718 0.354 2.104 -0.013 0.001 0.009 0.12
H 2.312 0.871 2.070 -0.044 -0.022 0.062 0.11
C -4.306 0.711 -0.887 0.139 -0.001 -0.078 -0.04
C -4.807 -0.277 -0.052 -0.028 0.009 0.009 -0.03
C -3.991 -1.310 0.388 -0.032 -0.053 0.016 0.01
C -2.663 -1.363 -0.021 -0.575 0.061 0.199 -0.17
C -2.180 -0.385 -0.879 0.726 0.428 -0.091 -0.14
C -2.976 0.663 -1.300 -0.145 0.019 -0.049 -0.07
C -1.697 -2.354 0.424 0.093 -0.423 0.264 -0.20
C -1.986 -3.419 1.292 -0.093 0.018 0.026 0.04
C -0.986 -4.270 1.659 -0.039 -0.137 0.083 0.05
C 0.323 -4.092 1.170 0.166 0.057 -0.031 -0.14
C 1.401 -4.943 1.513 -0.116 0.019 0.004 0.00
C 2.643 -4.722 0.999 0.104 0.051 -0.081 -0.04
C 2.865 -3.643 0.113 0.039 -0.088 0.064 -0.03
C 1.845 -2.806 -0.235 -0.185 0.042 0.040 -0.02
C 0.553 -3.011 0.294 0.072 -0.020 -0.145 -0.18
N -0.473 -2.168 -0.058 0.105 0.087 0.063 0.06
H -4.940 1.521 -1.220 -0.038 -0.006 0.018 0.12
H -5.840 -0.242 0.266 -0.012 0.010 0.008 0.12
H -4.398 -2.062 1.050 -0.009 0.001 -0.006 0.12
H -2.587 1.441 -1.944 -0.044 0.030 0.016 0.10
H -2.989 -3.565 1.663 -0.013 0.044 -0.021 0.12
H -1.195 -5.097 2.325 0.020 -0.003 0.007 0.14
H 1.220 -5.773 2.183 -0.018 0.002 0.011 0.13
H 3.464 -5.376 1.258 0.006 0.001 0.004 0.12
H 3.854 -3.483 -0.294 0.002 -0.006 -0.008 0.12
H 2.023 -1.978 -0.912 0.064 -0.007 -0.028 0.09

Record 2
125
Properties=species:S:1:pos:R:3:forces:R:3:lowdin_charge:R:1 method="wB97M-V/def2-TZVPD" spin_multiplicity=1 lumo_ev=-3.31 total_charge=+1 orbital_gap_ev=6.745
C -2.301 -0.788 6.572 0.556 -0.480 0.738 -0.14
C -1.391 -1.209 5.423 -0.926 0.911 -0.659 -0.71
Cl -0.555 -2.764 5.761 0.041 0.512 -0.108 0.60
C -2.129 -1.333 4.064 0.286 -0.206 0.712 -0.20
C -1.129 -1.093 2.910 -0.112 -0.154 -0.433 -0.27
C -1.216 0.256 2.175 0.852 -0.959 -0.490 -0.04
C -1.998 0.301 0.794 1.110 2.407 4.668 -0.30
N -1.841 1.744 0.589 0.211 -0.289 -1.808 0.10
C -2.331 2.366 -0.354 -1.191 -0.436 -0.237 -0.68
S -3.165 3.055 -1.460 0.704 0.229 0.411 0.86
N -3.430 0.120 1.027 0.202 -1.521 0.833 0.15
C -4.217 -1.059 0.997 -2.097 -0.831 -1.264 -0.46
O -4.976 -1.279 0.117 0.460 0.151 -0.304 0.22
F -4.324 -1.875 2.064 1.207 0.908 0.391 0.14
C -4.121 1.102 1.819 -1.166 1.633 -1.026 -0.45
O -4.917 1.808 1.303 0.074 -0.066 0.019 0.22
F -3.959 1.202 3.132 0.919 -0.880 -0.188 0.17
N -1.303 -0.605 -0.201 -0.322 -0.867 -1.986 -0.02
C -2.117 -0.763 -1.505 -1.082 0.281 -1.395 -0.08
C -1.374 -1.313 -2.740 0.000 -0.665 -0.340 -0.18
C -0.784 -0.399 -3.843 0.131 0.635 0.533 -0.23
C -1.183 1.078 -3.955 0.793 0.125 -0.330 -0.25
O -0.119 1.800 -4.596 -0.288 -0.203 0.031 -0.09
N -0.078 -0.137 -0.682 1.012 0.431 -0.180 0.16
C 0.434 0.949 -0.837 -2.103 1.361 1.531 -0.22
O 0.774 2.058 -0.855 0.781 -1.752 -1.222 0.06
C -0.879 -2.005 0.387 0.780 -2.507 1.368 -0.32
C 0.670 -2.310 0.143 -1.126 -0.464 1.195 -0.23
C 1.685 -1.643 1.096 -0.297 1.375 -0.551 -0.20
O 2.582 -0.838 0.331 0.512 -0.693 0.637 -0.22
Si 4.192 -1.301 0.172 1.368 0.962 -0.916 0.44
C 4.944 -2.377 1.511 -0.335 -0.394 -0.349 -0.16
C 4.420 -2.000 -1.572 -0.302 0.428 0.641 -0.15
C 5.200 0.307 0.158 -1.347 -0.153 0.229 -0.15
P -1.733 -3.587 -0.478 -0.764 -0.642 -2.039 0.96
C -1.492 -5.170 0.594 -8.617 -1.079 3.061 -0.63
O -3.377 -3.536 -0.421 0.307 0.641 0.402 -0.29
C -1.157 -2.265 1.888 -0.340 0.422 0.722 -0.14
H -1.693 -0.499 7.439 -0.020 -0.157 -0.143 0.07
H -2.901 -1.638 6.911 -0.252 0.268 -0.174 0.06
H -2.912 0.093 6.354 -0.038 -0.289 -0.314 0.08
H -0.666 -0.400 5.273 0.348 -0.454 0.293 0.11
H -2.551 -2.342 4.004 -0.002 0.177 -0.019 0.10
H -2.976 -0.645 4.105 0.197 0.055 -0.321 0.10
H -0.142 -1.125 3.387 -0.127 0.101 -0.165 0.11
H -1.564 1.065 2.819 -0.327 -0.182 -0.251 0.13
H -0.205 0.587 1.889 -0.118 -0.157 0.124 0.12
H -2.521 0.208 -1.816 0.395 0.217 0.684 0.11
H -3.036 -1.335 -1.352 0.438 -0.237 0.654 0.10
H -0.584 -2.023 -2.476 -0.181 0.104 0.201 0.03
H -2.113 -1.957 -3.238 -0.020 0.118 0.280 0.12
H 0.319 -0.428 -3.781 -1.074 0.381 0.397 -0.03
H -0.998 -0.872 -4.805 0.066 0.047 0.147 0.06
H -2.037 1.208 -4.623 -0.117 0.055 0.350 0.08
H -1.353 1.585 -2.999 -0.367 -0.296 0.040 0.06
H 0.664 1.689 -4.043 0.102 0.160 -0.169 0.03
H 0.775 -3.395 0.426 -0.138 3.116 0.036 -0.08
H 0.970 -2.358 -0.905 0.035 0.582 0.113 0.08
H 2.190 -2.374 1.745 0.114 -0.074 -0.463 0.12
H 1.224 -0.941 1.803 -0.229 -0.298 -0.151 0.10
H 6.029 -2.221 1.491 -0.184 0.154 -0.026 0.04
H 4.797 -3.426 1.225 -0.104 0.068 0.394 -0.01
H 4.594 -2.190 2.530 0.001 -0.116 -0.114 0.04
H 3.750 -2.836 -1.793 0.306 -0.067 -0.153 0.01
H 4.176 -1.159 -2.235 -0.080 -0.227 -0.025 -0.01
H 5.478 -2.221 -1.743 -0.188 -0.312 -0.025 0.04
H 6.274 0.129 0.209 -0.084 0.164 -0.071 0.04
H 4.907 0.889 -0.724 0.381 -0.060 -0.006 0.01
H 4.843 0.892 1.018 0.444 -0.017 -0.007 0.03
H -0.569 -5.102 1.354 -5.825 -0.529 1.646 -0.03
H -1.240 -5.995 -0.208 -3.044 1.200 2.188 0.05
H -2.433 -5.493 1.142 -0.174 0.985 -0.255 0.08
H -3.779 -4.229 0.119 0.018 0.156 0.170 0.07
H -2.090 -2.825 2.039 -0.057 0.396 -0.250 0.09
H -0.402 -2.984 2.228 -0.028 0.128 -0.230 0.12
C 3.259 4.839 -0.647 0.102 -0.061 0.079 -1.63
Br 1.506 4.447 0.040 0.325 1.163 0.424 0.67
Br 3.175 5.816 -2.300 -0.023 0.010 -0.066 0.59
Br 4.371 5.717 0.656 -0.088 -0.030 -0.076 0.60
H 3.723 3.888 -0.871 0.015 0.019 -0.002 -0.04
C 1.831 -4.169 8.911 -0.015 -0.009 0.033 -1.63
Br 1.018 -5.296 10.241 0.007 0.064 -0.091 0.59
Br 1.692 -4.938 7.145 0.077 -0.055 0.123 0.54
Br 1.131 -2.376 8.969 0.026 -0.047 0.079 0.56
H 2.883 -4.105 9.147 -0.008 -0.010 -0.030 -0.03
C 2.066 9.652 -3.734 0.015 0.001 0.016 -1.66
Br 0.145 9.798 -3.747 0.088 0.000 -0.012 0.56
Br 2.762 9.254 -5.487 -0.039 0.006 0.095 0.56
Br 2.897 11.214 -2.976 -0.052 -0.067 -0.055 0.58
H 2.316 8.817 -3.094 -0.009 0.017 -0.003 -0.07
C 1.212 -3.408 -4.957 0.053 0.014 -0.089 -1.53
Br 1.004 -4.318 -3.266 0.035 0.070 -0.055 0.62
Br -0.434 -3.382 -5.957 0.085 -0.051 0.062 0.65
Br 1.959 -1.645 -4.710 0.922 -0.712 -0.462 0.69
H 1.925 -3.974 -5.541 0.003 0.006 0.026 -0.02
C 4.361 2.433 -5.608 -0.091 0.198 -0.213 -1.60
Br 2.885 3.233 -6.545 0.076 -0.079 0.096 0.61
Br 3.760 1.525 -4.005 0.022 -0.044 0.052 0.55
Br 5.391 1.279 -6.746 -0.127 -0.110 0.159 0.60
H 5.015 3.233 -5.287 -0.026 -0.047 0.054 -0.02
C -5.606 4.388 -4.759 -0.088 0.046 -0.071 -1.62
Br -5.844 4.542 -2.852 -0.094 0.103 -0.119 0.54
Br -5.475 6.111 -5.599 0.039 -0.101 0.073 0.61
Br -4.103 3.261 -5.198 -0.014 0.072 0.045 0.59
H -6.490 3.907 -5.153 0.022 -0.021 0.019 -0.03
C 1.700 -6.583 0.017 1.261 0.516 -0.978 -1.42
Br 3.400 -6.130 0.825 -0.206 -0.089 0.012 0.61
Br 0.938 -8.175 0.787 -0.099 0.277 0.027 0.64
Br 0.379 -5.092 0.102 17.754 -4.198 -5.841 0.84
H 1.899 -6.791 -1.029 -0.016 -0.104 0.062 -0.03
C -4.289 -0.122 10.208 -0.004 -0.020 0.017 -1.63
Br -2.912 1.210 10.404 -0.047 -0.077 -0.062 0.57
Br -5.443 0.258 8.708 0.094 -0.029 0.062 0.57
Br -3.554 -1.900 10.116 -0.007 0.091 -0.027 0.58
H -4.903 -0.079 11.096 0.001 0.012 -0.018 -0.03
C 6.926 2.927 -9.947 -0.018 -0.007 -0.017 -1.66
Br 8.045 3.354 -8.439 0.040 0.052 -0.101 0.54
Br 5.730 4.374 -10.376 0.061 -0.062 0.035 0.57
Br 7.964 2.378 -11.472 -0.042 0.049 0.080 0.58
H 6.313 2.084 -9.659 -0.003 0.023 0.006 -0.06
C -5.974 5.229 1.628 -0.010 -0.049 -0.019 -1.65
Br -5.112 6.474 0.433 -0.028 -0.083 0.059 0.56
Br -5.449 5.519 3.459 -0.014 -0.010 -0.089 0.58
Br -7.887 5.252 1.418 0.104 0.016 0.006 0.59
H -5.636 4.239 1.355 -0.015 0.012 0.014 -0.07

Record 3
22
Properties=species:S:1:pos:R:3:forces:R:3:lowdin_charge:R:1 method="wB97M-V/def2-TZVPD" spin_multiplicity=1 lumo_ev=0.59 relative_energy_kj_mol=265.6 orbital_gap_ev=9.539
C -0.744 1.239 2.612 0.194 0.563 -0.895 -0.08
N -1.404 1.133 1.554 -1.434 -1.031 -0.184 -0.06
C -0.859 1.160 0.143 -1.551 0.744 3.384 -0.24
C 0.312 0.232 0.049 0.906 0.712 -1.742 -0.18
C 0.995 0.528 -1.360 0.504 -0.890 0.606 -0.28
N 0.014 0.897 -2.328 0.086 -0.224 -0.864 -0.01
H -1.244 1.051 3.581 0.597 0.353 -0.468 0.08
H 0.272 1.590 2.445 0.728 -0.148 1.185 0.07
H -1.840 0.928 -0.300 1.102 -0.253 -1.023 0.11
H -0.589 2.181 -0.085 0.119 0.320 -0.276 0.12
H -0.037 -0.797 0.216 0.348 0.093 -0.479 0.09
H 1.088 0.467 0.782 -0.366 -0.067 0.248 0.10
H 1.560 -0.386 -1.648 -0.207 0.645 -0.135 0.07
H 1.796 1.307 -1.331 -0.792 -0.317 0.505 0.12
H 0.148 1.730 -2.871 -0.070 -0.068 0.164 0.07
H -0.939 0.646 -2.146 0.044 0.089 -0.158 0.06
O 1.164 -2.610 -1.997 0.241 0.470 1.021 -0.07
H 0.955 -1.915 -1.338 -0.334 -0.625 -0.705 0.00
H 2.046 -2.846 -1.684 0.015 -0.344 -0.354 0.04
O -1.289 -2.342 1.936 1.318 1.376 -0.322 -0.08
H -0.427 -2.781 2.029 -0.470 -0.204 0.045 0.04
H -0.978 -1.413 1.740 -0.979 -1.193 0.447 0.01

Record 4
53
Properties=species:S:1:pos:R:3:forces:R:3:lowdin_charge:R:1 method="wB97M-V/def2-TZVPD" spin_multiplicity=1 lumo_ev=0.22 total_charge=-1 orbital_gap_ev=5.976
C 6.979 -1.785 -1.473 0.123 0.228 -0.216 -0.20
C 6.565 -3.373 -1.424 -0.266 0.884 -1.228 -0.78
Br 7.724 -4.184 0.047 -0.661 0.194 -0.640 0.48
C 4.966 -3.660 -1.203 1.896 0.420 1.308 -0.74
Br 4.713 -5.655 -1.546 -0.005 1.126 0.309 0.46
Ga 3.711 -2.696 -2.541 -1.170 -2.438 0.048 0.30
C 1.693 -2.732 -1.955 -1.970 0.396 1.332 -0.17
C 1.258 -1.777 -0.670 -4.704 -3.648 -3.096 -0.05
C -0.385 -1.902 -0.377 2.691 -1.820 -3.041 -0.05
C -1.204 -2.900 -1.370 1.868 0.703 0.479 -0.16
N -0.744 -3.770 -2.491 3.470 3.142 2.609 -0.06
C 0.712 -3.707 -2.808 -1.505 3.231 3.982 -0.13
N 4.248 -0.877 -2.985 -3.829 4.279 -0.407 0.01
C 3.717 -0.527 -4.387 3.608 4.270 -2.520 -0.25
O 4.452 0.321 -5.110 -5.815 -6.077 4.204 0.01
F 2.443 -1.135 -4.880 4.111 1.893 1.572 -0.03
C 3.729 0.143 -1.994 2.654 1.112 3.730 -0.27
O 4.313 0.465 -0.837 -4.232 -2.281 -7.684 -0.02
F 2.469 0.874 -2.379 3.568 -2.046 0.799 -0.04
H 6.820 -1.339 -2.566 0.005 -1.037 2.444 0.09
H 8.128 -1.623 -1.238 -2.466 -0.585 -0.347 0.07
H 6.338 -1.189 -0.691 1.272 -1.055 -1.631 0.08
H 6.950 -3.874 -2.417 -0.920 0.814 2.155 0.09
H 4.665 -3.496 -0.077 0.787 -0.429 -2.197 0.06
H 3.820 -3.536 -3.934 0.118 0.503 0.317 -0.01
H 1.985 -1.100 -0.053 -1.496 -1.479 -1.405 0.08
H -0.911 -1.284 0.488 1.040 -1.536 -2.157 0.06
H -2.380 -2.939 -1.159 2.902 -0.063 -0.649 0.08
H 1.156 -4.338 -3.688 -1.100 1.339 1.935 0.09
C -1.106 4.730 1.338 -0.192 -0.285 0.038 -0.05
C -1.934 5.706 1.893 -0.312 -0.228 0.121 -0.06
C -3.172 5.349 2.430 0.292 0.123 -0.117 0.00
C -3.589 4.013 2.401 0.398 0.413 -0.149 -0.09
C -2.773 3.041 1.823 0.451 0.459 -0.120 -0.08
C -1.523 3.399 1.301 0.092 0.260 -0.006 0.01
C -3.225 1.637 1.742 0.977 -1.046 -0.664 -0.27
O -2.507 0.783 1.238 -0.493 0.541 0.372 0.09
C -4.557 1.280 2.268 -0.532 -0.465 0.104 -0.08
C -5.022 -0.036 2.146 -0.301 -0.106 0.117 0.01
C -6.276 -0.385 2.653 0.340 0.209 -0.096 -0.06
C -7.062 0.574 3.290 0.222 0.322 -0.026 -0.06
C -6.604 1.887 3.409 -0.113 -0.312 -0.039 0.00
C -5.353 2.243 2.888 -0.459 -0.451 0.121 -0.09
C -4.893 3.642 2.987 -0.772 1.041 0.631 -0.28
O -5.586 4.486 3.543 0.364 -0.487 -0.306 0.09
H -0.138 5.007 0.928 -0.183 -0.091 0.068 0.11
H -1.614 6.746 1.911 -0.071 -0.190 0.012 0.11
H -3.810 6.115 2.867 0.042 -0.327 -0.055 0.12
H -0.874 2.644 0.861 -0.281 0.061 0.115 0.13
H -4.413 -0.791 1.652 -0.010 0.316 0.106 0.12
H -6.637 -1.406 2.552 0.098 0.188 0.009 0.11
H -8.036 0.301 3.692 0.179 0.069 -0.069 0.11
H -7.226 2.631 3.904 0.287 -0.055 -0.168 0.12

Record 5
21
Properties=species:S:1:pos:R:3:forces:R:3:lowdin_charge:R:1 method="wB97M-V/def2-TZVPD" spin_multiplicity=1 lumo_ev="-0.91 / -0.18" relative_energy_kj_mol=454.1 orbital_gap_ev="6.361 / 7.144"
C -0.130 2.824 -0.203 -3.197 -1.364 2.521 -0.03
C 0.297 2.101 1.053 1.199 -6.397 -2.044 -0.22
O 0.744 2.584 2.184 0.276 0.973 1.248 0.07
C 0.572 0.505 0.957 -1.490 6.398 1.096 -0.16
N 0.576 -0.122 2.186 -0.027 -0.951 -1.593 0.11
C 0.225 -1.366 1.927 -0.513 0.469 1.175 -0.07
C -0.095 -1.581 0.537 2.059 -0.482 -0.328 -0.18
C -0.208 -2.755 -0.169 -0.808 1.810 1.360 0.06
C -0.503 -2.705 -1.567 0.956 -0.187 -0.011 -0.48
O -0.646 -3.724 -2.206 -0.607 -1.013 -1.214 0.03
C -0.384 -1.373 -2.159 -1.024 1.175 -2.748 0.00
C -0.081 -0.290 -1.454 2.608 2.925 0.394 -0.09
N 0.210 -0.358 -0.088 -1.637 -0.817 0.567 0.02
H -0.574 3.773 0.140 0.071 -0.178 -0.752 0.09
H 0.667 2.923 -0.832 2.160 0.727 -1.749 0.04
H -0.895 2.132 -0.732 1.001 1.423 0.910 0.11
H 0.610 3.509 2.484 -0.238 -0.705 -1.099 0.15
H 0.040 -2.047 2.770 0.273 0.100 -0.713 0.12
H -0.178 -3.639 0.433 -0.221 -0.651 -0.280 0.12
H -0.539 -1.067 -3.285 0.270 -1.549 2.236 0.16
H 0.291 0.677 -1.976 -1.111 -1.705 1.023 0.15